Density functional theory data (ωB97M-V/def2-TZVPD) for 2 unconnected molecules or ions with the total composition C5H16N2O.

```
24
C5H16N2O ωB97M-V/def2-TZVPD
H -2.36513 1.64652 -2.01951
H -1.29420 2.61950 -1.28650
H -0.62795 1.06657 0.21592
C -0.02650 -0.40920 -1.15783
H -2.94221 -0.51822 -0.99280
H -0.59609 -0.88206 -1.99464
H 0.83218 -2.26893 -0.93280
C 0.59059 -1.45247 -0.24813
H -3.13775 0.90261 0.05126
C -1.10005 0.56430 -0.64475
H -2.47089 -0.52620 0.73455
O 0.25119 0.39909 3.06726
N 1.75962 -0.88008 0.46298
H 1.63450 -0.57674 1.43258
C 2.87938 -0.56563 -0.04850
H 0.59805 1.19223 3.48102
H -0.82750 1.50964 -2.54120
H 3.66288 -0.08319 0.52715
N -1.38783 1.69624 -1.70987
H -0.02947 -1.79238 0.57636
H -0.66948 0.66723 3.00089
C -2.45186 0.06844 -0.18828
H 3.14611 -0.70517 -1.09689
H 0.72117 0.20839 -1.69631
```

Calculated values
- F_max (eV Å⁻¹) = 3.4
- HOMO (eV) = -18.62
- relative energy (zero: lowest compared OMol25 entry of this formula, charge and spin) (kJ/mol) = 99.5
- charge = +2
- frontier orbital gap (hartree) = 0.385

---

Density functional theory data (ωB97M-V/def2-TZVPD) for 2 unconnected molecules or ions with the total composition C5H16N2O.

```
24
C5H16N2O ωB97M-V/def2-TZVPD
H -0.94233 1.41341 -1.28821
H -0.08753 -2.10762 -1.05628
H -1.72740 0.66207 0.10694
H 1.77823 0.37526 0.93057
H 0.90689 -2.82570 0.12510
H -1.28995 -1.67144 2.45080
H 0.98416 3.43987 0.45285
H 1.05464 -0.06072 -0.67867
H -0.70674 -2.85836 0.30124
C -0.63783 -0.93176 2.00433
C 0.06234 -1.04091 0.88715
N 1.14853 2.53558 0.00132
H -0.92110 -2.99023 -2.68375
H 0.93269 2.74664 -0.97349
H 2.11183 2.10035 0.03574
C -1.22546 1.55707 -0.23882
H 0.13418 1.88620 1.61807
N 0.08524 -2.23205 0.03240
O -0.52058 -2.13409 -2.43167
C 0.13556 1.57369 0.55701
C 0.84162 0.17321 0.40074
H -1.85625 2.46944 -0.07924
H -0.54515 -0.01599 2.53053
H 0.28442 -2.06393 -3.00464
```

Calculated values
- F_max (eV Å⁻¹) = 2.0
- HOMO (eV) = -18.00
- relative energy (zero: lowest compared OMol25 entry of this formula, charge and spin) (kJ/mol) = 86.7
- charge = +2
- frontier orbital gap (hartree) = 0.423

---

Density functional theory data (ωB97M-V/def2-TZVPD) for 3 unconnected molecules or ions with the total composition C5H16N2O2.

```
25
C5H16N2O2 ωB97M-V/def2-TZVPD
H 0.50268 -2.03476 -2.57105
H -0.24755 -0.70483 -1.67526
H 0.87563 1.68287 2.07215
O 1.79592 2.58495 0.16031
H -0.51292 -2.24689 1.45960
H 1.52952 -1.95991 0.17694
C 0.66456 -2.17689 -0.45603
H -2.86557 1.91775 0.65221
H 1.16171 2.37013 -0.53866
C -0.93557 -0.43410 0.42639
H 0.51827 0.32546 2.79262
H -3.10511 -0.48606 0.03158
H -1.52520 1.91682 -0.27916
C -0.57381 -1.87393 0.43222
N -2.37404 1.39705 -0.07602
H 1.32328 3.25841 0.66765
H 2.36165 -0.37539 -1.02187
H -1.40952 -2.40613 -0.03186
O 0.24479 1.23272 2.64843
H 0.62658 -3.25235 -0.61701
N 1.90390 -0.63242 -1.88138
H 1.86661 0.11265 -2.56212
H -0.10350 0.24103 0.36144
C 0.66192 -1.33190 -1.75425
C -2.18077 0.07299 0.09762
```

Calculated values
- F_max (eV Å⁻¹) = 2.2
- HOMO (alpha / beta) (eV) = -12.83 / -12.67
- relative energy (zero: lowest compared OMol25 entry of this formula, charge and spin) (kJ/mol) = 0.0
- charge = +1
- spin multiplicity = 2
- frontier orbital gap (alpha / beta) (hartree) = 0.325 / 0.186

---

Density functional theory data (ωB97M-V/def2-TZVPD) for 2 unconnected molecules or ions with the total composition C5H16N3.

```
24
C5H16N3 ωB97M-V/def2-TZVPD
C -2.11562 0.32362 -1.55406
C 1.14677 -0.27192 -1.41341
H -1.03492 0.84198 0.15178
H 1.78663 -1.02194 -1.80348
H -2.87332 -0.47479 -3.37519
H 0.86939 -0.88589 3.03892
H 1.66717 0.55739 -0.95368
H 2.90300 1.20053 2.52298
H -1.13730 -0.50361 -3.10321
C 1.46530 -0.13382 3.43225
H -3.86923 1.13050 -1.95214
H 2.23857 -0.77644 3.97762
H 2.95192 -0.24123 1.79900
H 0.51800 -1.06547 0.38207
H 0.84067 0.03423 -2.37409
H -3.32708 1.34296 -0.37572
C -0.02532 -0.87769 -0.61990
N -3.12991 1.20746 -1.39045
H 1.04575 0.58884 4.01828
H 1.55860 0.83092 1.52775
N -1.28256 0.01598 -0.43427
C 2.24497 0.46905 2.23865
N -2.07850 -0.44330 -2.70727
H -0.36298 -1.84735 -1.03243
```

Calculated values
- F_max (eV Å⁻¹) = 5.8
- HOMO (alpha / beta) (eV) = -3.92 / -9.05
- relative energy (zero: lowest compared OMol25 entry of this formula, charge and spin) (kJ/mol) = 131.8
- spin multiplicity = 2
- frontier orbital gap (alpha / beta) (hartree) = 0.181 / 0.366

---

Density functional theory data (ωB97M-V/def2-TZVPD) for 2 unconnected molecules or ions with the total composition C5H16N3.

```
24
C5H16N3 ωB97M-V/def2-TZVPD
H -2.78555 1.51931 -0.83686
H 0.01831 -1.28965 -1.18678
H 2.70385 -1.67476 -0.42560
H -1.45632 0.79504 -1.94028
C 2.65412 -0.54663 -0.51511
H -0.02504 1.36616 -0.22387
H 0.12765 -2.72885 0.30185
N -0.41610 -1.92408 0.58953
H -2.64968 -0.30357 -1.27289
H -1.00014 0.26355 2.09644
H 1.56394 1.94028 -0.90264
H -0.49852 -1.78301 1.58518
N -1.10624 0.20548 -0.11318
H 1.68383 0.07381 1.29787
C 1.52244 0.09881 0.28627
H 2.30279 -0.30712 -1.61822
N 1.18667 1.51381 -0.06844
C -1.81453 0.27578 1.24439
H 3.56979 -0.08296 -0.24217
H -2.19090 1.27288 1.39295
H 1.35638 2.15681 0.70310
C -2.08440 0.63378 -1.10327
H -2.42401 -0.60740 1.21914
C -0.23832 -0.86749 -0.26739
```

Calculated values
- F_max (eV Å⁻¹) = 4.4
- HOMO (eV) = -12.17
- relative energy (zero: lowest compared OMol25 entry of this formula, charge and spin) (kJ/mol) = 397.4
- charge = +1
- frontier orbital gap (hartree) = 0.343

---

Density functional theory data (ωB97M-V/def2-TZVPD) for a gas-phase ion, C5H16N3 (charge +1).

```
24
C5H16N3 ωB97M-V/def2-TZVPD
C -0.65938 -0.38643 1.08122
H -2.85613 -0.25441 0.62551
H -1.13892 -2.42036 0.64629
H 1.23420 -0.12738 -1.79898
H -0.45666 -1.54525 -0.76867
H -0.01740 -0.36182 1.97919
C 1.21687 0.99616 0.16661
H 1.68783 -1.66246 0.22297
C -2.14376 -0.30012 1.45953
H 1.82054 0.17860 0.53132
C -0.36344 -1.69659 0.31748
H -2.33906 0.49770 2.19197
H -0.40609 1.72350 0.95776
H 0.42390 2.57752 -2.06483
N -0.23633 0.87520 0.43461
H 1.17637 -3.10668 0.14149
C 1.35215 0.88614 -1.42051
H -0.19901 1.30225 -2.86850
H -2.37436 -1.14671 2.12570
N 0.95447 -2.24385 0.62544
H 1.57484 1.96111 0.52685
H -0.62240 1.36878 -1.22412
N 0.12572 1.60886 -1.95137
H 2.24605 1.27626 -1.93696
```

Calculated values
- F_max (eV Å⁻¹) = 2.3
- HOMO (eV) = -12.86
- structure (SMILES) = C[C@@H](CN)NCC[NH3+]
- relative energy (zero: lowest compared OMol25 entry of this formula, charge and spin) (kJ/mol) = 190.3
- charge = +1
- frontier orbital gap (hartree) = 0.353

---

Please write out number 2 again, unchanged.
Density functional theory data (ωB97M-V/def2-TZVPD) for 2 unconnected molecules or ions with the total composition C5H16N2O.

```
24
C5H16N2O ωB97M-V/def2-TZVPD
H -0.94233 1.41341 -1.28821
H -0.08753 -2.10762 -1.05628
H -1.72740 0.66207 0.10694
H 1.77823 0.37526 0.93057
H 0.90689 -2.82570 0.12510
H -1.28995 -1.67144 2.45080
H 0.98416 3.43987 0.45285
H 1.05464 -0.06072 -0.67867
H -0.70674 -2.85836 0.30124
C -0.63783 -0.93176 2.00433
C 0.06234 -1.04091 0.88715
N 1.14853 2.53558 0.00132
H -0.92110 -2.99023 -2.68375
H 0.93269 2.74664 -0.97349
H 2.11183 2.10035 0.03574
C -1.22546 1.55707 -0.23882
H 0.13418 1.88620 1.61807
N 0.08524 -2.23205 0.03240
O -0.52058 -2.13409 -2.43167
C 0.13556 1.57369 0.55701
C 0.84162 0.17321 0.40074
H -1.85625 2.46944 -0.07924
H -0.54515 -0.01599 2.53053
H 0.28442 -2.06393 -3.00464
```

Calculated values
- F_max (eV Å⁻¹) = 2.0
- HOMO (eV) = -18.00
- relative energy (zero: lowest compared OMol25 entry of this formula, charge and spin) (kJ/mol) = 86.7
- charge = +2
- frontier orbital gap (hartree) = 0.423

---

- The lowest relative energy (zero: lowest compared OMol25 entry of this formula, charge and spin) belongs to which entry?
  C5H16N2O2